Entry from the OMol25 dataset: a 13-piece molecular cluster, C51H96O28S9 overall in a non-equilibrium geometry (the ωB97M-V functional and the def2-TZVPD basis).

The geometry in ORCA input format:
```
! RIJCOSX wB97M-V def2-TZVPD def2/J DEFGRID3
* xyz 0 1
C 6.53 1.34 -0.26
C 5.22 2.01 -0.75
C 4.69 3.14 0.08
O 4.89 4.31 -0.72
C 5.25 3.94 -1.93
O 5.50 4.72 -2.84
O 5.34 2.62 -2.00
H 6.44 1.15 0.81
H 7.42 1.97 -0.38
H 6.68 0.39 -0.76
H 4.42 1.26 -0.72
H 5.15 3.21 1.06
H 3.67 2.85 0.34
C -1.47 -7.42 1.63
C -0.55 -6.32 1.24
C -0.48 -5.87 -0.21
O -0.40 -4.47 -0.03
C -0.78 -4.07 1.10
O -1.09 -2.89 1.41
O -0.94 -5.07 1.88
H -1.21 -7.85 2.59
H -1.31 -8.23 0.92
H -2.54 -7.20 1.59
H 0.44 -6.48 1.68
H -1.30 -6.22 -0.84
H 0.49 -6.23 -0.55
C -4.71 -3.97 -1.02
C -4.44 -2.48 -0.63
C -5.10 -1.38 -1.52
O -5.97 -0.82 -0.51
C -5.83 -1.36 0.71
O -6.48 -1.11 1.73
O -4.90 -2.32 0.64
H -4.00 -4.34 -1.76
H -5.71 -4.15 -1.43
H -4.65 -4.66 -0.18
H -3.38 -2.26 -0.60
H -5.66 -1.75 -2.37
H -4.34 -0.70 -1.91
C -4.17 -4.95 2.73
C -3.64 -4.05 3.82
O -3.18 -4.50 4.88
C -3.79 -2.55 3.57
H -5.21 -4.64 2.67
H -4.14 -5.94 3.19
H -3.62 -4.92 1.79
H -3.27 -2.30 2.65
H -3.29 -2.01 4.37
H -4.85 -2.29 3.64
C 4.45 0.41 -4.54
C 4.82 -0.52 -5.70
C 5.47 -1.75 -5.11
S 4.74 -2.07 -3.38
O 5.80 -1.89 -2.39
O 3.84 -3.22 -3.34
C 3.87 -0.50 -3.45
H 3.81 1.19 -4.94
H 5.41 0.80 -4.22
H 5.48 -0.07 -6.44
H 3.94 -0.79 -6.28
H 6.56 -1.67 -5.01
H 5.23 -2.64 -5.69
H 3.72 -0.14 -2.43
H 2.89 -0.81 -3.82
C -0.59 -4.85 -3.79
C 0.54 -3.92 -4.32
C 0.01 -2.47 -4.16
S -1.87 -2.53 -4.19
O -2.46 -1.84 -5.36
O -2.20 -2.16 -2.82
C -1.88 -4.35 -4.51
H -0.68 -4.76 -2.70
H -0.43 -5.91 -3.98
H 0.74 -4.36 -5.30
H 1.47 -3.99 -3.74
H 0.30 -1.79 -4.95
H 0.23 -1.99 -3.21
H -1.82 -4.32 -5.59
H -2.81 -4.78 -4.15
C 1.88 5.39 1.76
C 0.42 5.93 1.48
C -0.42 4.71 1.83
S 0.28 3.99 3.43
O 0.41 2.55 3.31
O -0.40 4.60 4.53
C 1.90 4.75 3.24
H 2.62 6.18 1.66
H 2.19 4.64 1.04
H 0.36 6.38 0.49
H 0.30 6.75 2.19
H -0.42 3.90 1.10
H -1.49 4.86 1.92
H 2.74 4.22 3.69
H 1.75 5.61 3.91
C 2.54 -2.79 -0.29
C 2.93 -4.23 -0.38
C 4.32 -4.39 0.26
S 4.35 -3.30 1.68
O 5.43 -2.35 1.66
O 3.97 -4.02 2.91
C 2.73 -2.43 1.15
H 1.57 -2.58 -0.74
H 3.22 -2.27 -0.96
H 2.95 -4.49 -1.44
H 2.19 -4.86 0.12
H 5.06 -4.02 -0.44
H 4.68 -5.32 0.70
H 2.79 -1.36 1.34
H 1.92 -2.79 1.79
C -2.09 0.55 -0.25
C -1.49 0.62 1.11
C -0.02 0.28 0.98
S 0.45 1.06 -0.70
O 1.18 0.13 -1.56
O 0.96 2.41 -0.50
C -1.29 1.27 -1.34
H -3.16 0.76 -0.27
H -2.07 -0.53 -0.36
H -1.94 -0.11 1.79
H -1.66 1.58 1.61
H 0.09 -0.79 0.81
H 0.71 0.69 1.67
H -1.45 0.88 -2.35
H -1.47 2.33 -1.17
C 5.39 0.52 5.43
C 4.16 0.84 6.34
C 3.24 1.66 5.42
S 3.34 0.86 3.73
O 3.71 1.87 2.75
O 2.19 -0.02 3.48
C 4.83 -0.08 4.14
H 6.09 -0.11 5.97
H 5.92 1.42 5.15
H 4.35 1.38 7.26
H 3.66 -0.07 6.68
H 3.75 2.60 5.21
H 2.20 1.83 5.71
H 5.48 -0.25 3.28
H 4.57 -1.13 4.32
C -6.93 3.70 -0.33
C -6.22 2.70 -1.21
C -5.01 3.39 -1.89
S -4.36 4.53 -0.57
O -4.32 5.92 -1.14
O -3.20 3.95 0.11
C -5.85 4.43 0.54
H -7.74 3.36 0.32
H -7.46 4.37 -1.02
H -6.97 2.24 -1.85
H -5.90 1.82 -0.65
H -5.37 3.92 -2.77
H -4.25 2.70 -2.24
H -6.07 5.43 0.90
H -5.52 3.84 1.39
C -4.75 1.11 3.33
C -4.06 2.48 3.28
C -3.06 2.53 4.37
S -3.79 1.70 5.77
O -4.16 2.69 6.82
O -3.06 0.48 6.07
C -5.30 1.16 4.80
H -4.08 0.29 3.09
H -5.60 0.99 2.66
H -4.69 3.35 3.48
H -3.61 2.81 2.35
H -2.79 3.53 4.71
H -2.09 2.08 4.12
H -6.17 1.81 4.85
H -5.68 0.24 5.23
C 2.35 4.14 -4.02
C 1.59 4.76 -5.21
C 1.06 3.63 -6.11
S 0.51 2.35 -4.89
O 1.01 1.00 -5.28
O -0.91 2.59 -4.57
C 1.59 2.95 -3.47
H 2.55 4.78 -3.17
H 3.31 3.72 -4.34
H 2.25 5.44 -5.76
H 0.81 5.48 -4.97
H 1.87 3.13 -6.65
H 0.31 3.93 -6.84
H 2.11 2.07 -3.11
H 0.94 3.40 -2.70
*
```

Computed properties:
M: 1445.90 g mol⁻¹
Kohn-Sham gap: 0.331 Ha
Electronic energy: -7691.11875 Ha
Highest occupied orbital energy: -0.3330 Eh
E_LUMO: -0.051 eV